1.
Entry from the OMol25 dataset: a cluster of 2 separate species, C4H12 in total in a non-equilibrium geometry (wB97M-V/def2-TZVPD).

```
! RIJCOSX wB97M-V def2-TZVPD def2/J DEFGRID3
* xyz 0 1
C -1.414 2.549 -0.548
C -1.886 1.132 -0.203
H -1.968 2.986 -1.359
H -1.421 3.132 0.350
H -0.363 2.505 -0.819
H -1.668 0.377 -0.957
H -1.421 0.797 0.724
H -2.970 1.123 -0.071
C 2.071 -1.863 1.041
C 1.231 -1.780 -0.264
H 1.597 -2.551 1.747
H 3.059 -2.306 0.887
H 2.237 -0.907 1.522
H 1.348 -2.749 -0.740
H 1.683 -1.002 -0.874
H 0.215 -1.575 0.048
*
```

Properties
SMILES: CC.CC
Energy above the lowest of the compared OMol25 structures with the same formula, charge and spin, eV: 0.202
Kohn-Sham gap, eV: 12.9035
Lowest unoccupied orbital energy, eV: 1.1

=====

2.
Entry from the OMol25 dataset: a cluster of 2 separate species, C14H24NO4 in total in a non-equilibrium geometry (wB97M-V/def2-TZVPD).

```
! RIJCOSX wB97M-V def2-TZVPD def2/J DEFGRID3
* xyz 1 1
C 3.120 -2.700 2.832
C 3.476 -1.580 2.604
C 3.899 -0.214 2.301
C 3.161 0.232 1.028
N 3.733 1.330 0.231
C 2.817 1.893 -0.470
C 1.489 1.275 -0.269
C 1.695 0.633 1.148
O 1.463 1.637 2.098
C 0.418 1.389 3.046
C -0.991 1.707 2.560
C -1.526 0.794 1.446
O -1.815 1.593 3.728
H 2.786 -3.711 2.866
H 3.622 0.452 3.121
H 4.980 -0.171 2.160
H 3.155 -0.649 0.375
H 4.709 1.597 0.222
H 3.051 2.736 -1.110
H 1.392 0.434 -0.971
H 0.653 1.962 -0.272
H 1.119 -0.258 1.389
H 0.625 2.048 3.888
H 0.463 0.365 3.433
H -1.082 2.751 2.257
H -1.070 -0.196 1.482
H -2.599 0.665 1.590
H -1.393 1.226 0.455
H -2.135 0.686 3.777
O -0.565 -0.288 -2.034
C -1.604 -0.555 -2.591
O -2.250 -1.664 -2.227
C -3.574 -1.993 -2.684
C -3.549 -2.730 -4.005
C -2.134 0.286 -3.725
H -4.199 -1.100 -2.719
H -3.982 -2.634 -1.905
H -3.134 -2.115 -4.803
H -4.558 -3.024 -4.290
H -2.934 -3.626 -3.924
H -1.698 -0.074 -4.656
H -1.819 1.314 -3.567
H -3.217 0.278 -3.814
*
```

Properties
Energy above the lowest of the compared OMol25 structures with the same formula, charge and spin, eV: 0.641
Kohn-Sham gap, eV: 8.8220
Lowest unoccupied orbital energy, eV: -4.0